Version P
The following is a quantum chemistry calculation of the molecule C2H7N3OS, from the Open Molecules 2025 dataset.

Values from the calculation:
* frontier orbital gap: 8.81 eV
* net charge: 0
* LUMO level: 0.4253 eV
* SMILES: CONC(=S)NN

Cartesian coordinates (Å):
C: -2.353 -0.394 0.356
O: -1.530 -0.488 -0.767
N: -0.266 -0.306 -0.453
C: 0.287 0.937 -0.385
S: -0.552 2.307 -0.153
N: 1.617 0.800 -0.026
N: 2.196 -0.525 0.005
H: -3.578 -0.223 0.145
H: -1.850 0.503 0.855
H: -2.165 -1.334 0.944
H: 0.285 -1.146 -0.746
H: 2.297 1.409 -0.172
H: 3.217 -0.654 -0.646
H: 2.393 -0.886 1.043

---

Version Q
The following is a quantum chemistry calculation of the molecule C2H7N3OS, from the Open Molecules 2025 dataset.

Values from the calculation:
* frontier orbital gap: 8.90 eV
* net charge: 0
* LUMO level: 0.7360 eV
* SMILES: CN/C(=N\S)NO

Cartesian coordinates (Å):
C: -0.667 -2.289 0.318
N: -0.939 -1.105 -0.463
C: -0.458 0.167 -0.299
N: 0.570 0.663 0.294
S: 1.789 -0.349 0.974
N: -1.304 1.054 -1.028
O: -0.841 2.382 -1.009
H: 0.272 -2.758 -0.053
H: -0.551 -2.197 1.406
H: -1.535 -2.983 0.194
H: -1.542 -1.257 -1.238
H: 2.660 0.644 1.305
H: -2.286 1.047 -0.751
H: -0.459 2.483 -0.113

---

Version R
The following is a quantum chemistry calculation of a structure of composition C2H7N3OS, from the Open Molecules 2025 dataset.

Values from the calculation:
* frontier orbital gap: 9.08 eV
* net charge: 0
* LUMO level: -0.1469 eV

Cartesian coordinates (Å):
C: 2.249 -0.728 -0.402
C: -0.705 0.964 -0.101
H: 1.853 -1.205 -1.405
H: 2.759 -1.540 0.224
H: 2.850 0.161 -0.549
H: 0.937 1.573 1.103
H: -2.297 1.926 -0.197
H: -0.866 -1.406 -0.508
H: -2.726 -1.372 1.612
N: 0.675 0.914 0.243
N: -1.331 2.032 -0.182
N: -1.378 -0.323 -0.506
O: 1.080 -0.404 0.628
S: -3.101 -0.592 0.041

---

Version S
The following is a quantum chemistry calculation of the molecule C2H7N3OS, from the Open Molecules 2025 dataset.

Values from the calculation:
* frontier orbital gap: 8.65 eV
* net charge: 0
* LUMO level: 0.7442 eV
* SMILES: CN/C(=N/S)NO

Cartesian coordinates (Å):
C: -1.224 -1.665 -0.009
N: -0.978 -0.245 -0.196
C: 0.293 0.223 -0.113
N: 1.285 -0.592 -0.052
S: 2.855 0.117 -0.093
N: 0.432 1.624 -0.199
O: -0.744 2.309 0.141
H: -0.987 -2.008 1.016
H: -0.598 -2.252 -0.734
H: -2.280 -1.870 -0.188
H: -1.687 0.453 0.102
H: 3.424 -0.854 0.584
H: 1.185 1.970 0.408
H: -0.975 2.791 -0.667

---

Most stable pick: version S. Distance to second place: 39.0 kJ/mol.

---

Version P
The following is a quantum chemistry calculation of the molecule C5H6N2O, from the Open Molecules 2025 dataset.

Values from the calculation:
* frontier orbital gap: 9.92 eV
* net charge: 0
* LUMO level: 0.1711 eV
* SMILES: C1=NN=C2CCO[C@@H]12

Cartesian coordinates (Å):
C: 2.030 -0.716 -0.052
N: 2.423 0.407 -0.470
N: 1.353 1.300 -0.395
C: 0.354 0.698 -0.084
C: -1.176 0.982 0.184
C: -1.510 -0.155 -0.618
O: -0.402 -1.294 -0.499
C: 0.566 -0.767 0.290
H: 2.584 -1.755 0.260
H: -1.366 0.712 1.388
H: -1.564 2.054 0.017
H: -2.375 -0.710 -0.044
H: -1.469 0.028 -1.529
H: 0.552 -0.785 1.553

---

Version Q
The following is a quantum chemistry calculation of the molecule C5H6N2O, from the Open Molecules 2025 dataset.

Values from the calculation:
* frontier orbital gap: 9.15 eV
* net charge: 0
* LUMO level: 0.2368 eV
* SMILES: Cc1ncncc1O

Cartesian coordinates (Å):
C: 1.748 -0.970 -0.007
C: 0.382 -0.556 -0.194
N: -0.623 -1.499 -0.014
C: -1.887 -0.963 -0.067
N: -2.293 0.380 0.024
C: -1.330 1.231 -0.079
C: 0.009 0.796 -0.144
O: 1.031 1.639 -0.054
H: 1.849 -2.020 -0.090
H: 2.132 -0.700 0.891
H: 2.523 -0.470 -0.650
H: -2.560 -1.689 0.066
H: -1.562 2.340 -0.254
H: 0.583 2.479 0.573

---

Most stable pick: version Q. Distance to second place: 415.7 kJ/mol.

---

Version P
The following is a quantum chemistry calculation of the molecule C5H6N2O, from the Open Molecules 2025 dataset.

Values from the calculation:
* frontier orbital gap: 8.16 eV
* net charge: 0
* LUMO level: 0.8732 eV
* SMILES: C1=C2CNN=C2OC1

Cartesian coordinates (Å):
C: 1.169 0.859 -0.022
C: -0.047 0.370 0.032
C: -1.523 0.721 0.021
N: -2.038 -0.617 -0.130
N: -1.145 -1.633 -0.032
C: 0.006 -1.032 -0.022
O: 1.262 -1.497 0.033
C: 2.088 -0.311 -0.035
H: 1.437 1.893 -0.218
H: -1.876 1.417 -0.754
H: -1.850 1.261 0.924
H: -2.904 -0.823 0.281
H: 2.694 -0.338 -0.933
H: 2.726 -0.269 0.854

---

Version Q
The following is a quantum chemistry calculation of the molecule C5H6N2O, from the Open Molecules 2025 dataset.

Values from the calculation:
* frontier orbital gap: 9.55 eV
* net charge: 0
* LUMO level: 0.7320 eV
* SMILES: CC(=O)c1ncc[nH]1

Cartesian coordinates (Å):
C: -2.161 -0.039 1.119
C: -1.377 0.007 -0.185
O: -1.960 0.048 -1.247
C: 0.114 -0.091 -0.058
N: 0.790 -1.172 -0.065
C: 2.111 -0.791 0.070
C: 2.136 0.674 0.122
N: 0.882 1.025 0.001
H: -3.322 -0.128 0.759
H: -2.035 0.826 1.557
H: -1.892 -0.733 1.714
H: 2.943 -1.255 -0.042
H: 2.955 1.614 0.158
H: 0.393 1.752 -0.125

---

Most stable pick: version P. Distance to second place: 51.6 kJ/mol.

---

Version P
The following is a quantum chemistry calculation of a structure of composition C5H6N2O, from the Open Molecules 2025 dataset.

Values from the calculation:
* frontier orbital gap: 9.41 eV
* net charge: 0
* LUMO level: 0.0928 eV

Cartesian coordinates (Å):
C: -0.881 1.870 0.354
C: 0.718 -1.600 -0.044
C: 0.586 0.020 -0.744
C: -0.317 0.495 0.234
C: -0.534 -0.598 1.048
O: 0.528 -1.488 1.299
N: 1.177 -2.561 -0.697
N: 1.067 0.260 -1.866
H: 1.479 -3.344 -0.115
H: 0.608 1.000 -2.396
H: -1.349 -0.728 1.748
H: -1.288 2.216 -0.597
H: -0.116 2.579 0.677
H: -1.677 1.882 1.099

---

Version Q
The following is a quantum chemistry calculation of the molecule C5H6N2O, from the Open Molecules 2025 dataset.

Values from the calculation:
* frontier orbital gap (spin up / spin down): 8.85 / 8.63 eV
* net charge: 0
* LUMO level (spin up / spin down): -1.0280 / -0.6343 eV

Cartesian coordinates (Å):
C: -1.947 -1.659 1.026
C: 0.682 0.241 -0.726
C: -0.535 0.440 1.238
C: -1.641 -0.376 0.582
C: 1.902 0.647 -1.488
N: -2.086 -2.767 1.314
N: 0.049 -0.770 -0.995
O: 0.338 1.103 0.251
H: -0.974 1.181 1.895
H: 0.115 -0.198 1.787
H: -2.300 0.072 -0.191
H: 2.688 0.255 -0.862
H: 1.705 1.717 -1.393
H: 2.004 0.114 -2.438

---

Version R
The following is a quantum chemistry calculation of a structure of composition C5H6N2O, from the Open Molecules 2025 dataset.

Values from the calculation:
* frontier orbital gap: 8.91 eV
* net charge: 0
* LUMO level: 0.5880 eV

Cartesian coordinates (Å):
C: -1.442 -0.816 -1.549
C: 1.123 0.158 -0.775
C: 1.056 0.320 0.748
C: 1.106 0.803 2.085
C: -0.356 0.125 0.674
H: -1.614 -0.113 -2.632
H: -0.704 -1.918 -1.762
H: -2.361 -0.964 -0.871
H: 1.341 1.118 -1.416
H: 1.469 -0.734 -1.049
H: 1.965 1.317 2.744
N: -0.400 -0.039 -0.609
N: -1.145 0.275 1.741
O: -0.039 0.468 2.670

---

Version S
The following is a quantum chemistry calculation of the molecule C5H6N2O, from the Open Molecules 2025 dataset.

Values from the calculation:
* frontier orbital gap: 8.95 eV
* net charge: 0
* LUMO level: 0.8659 eV
* SMILES: C#CC(=C)O/C=N/N

Cartesian coordinates (Å):
C: 0.994 2.163 -0.464
C: 0.840 0.911 -0.294
C: 1.166 -0.604 -0.094
C: 2.303 -0.915 0.546
O: 0.259 -1.675 -0.689
C: -0.962 -1.093 -0.455
N: -1.198 0.158 0.151
N: -2.566 0.177 0.294
H: 1.687 3.270 -0.690
H: 2.615 -1.924 0.922
H: 2.687 0.273 0.799
H: -1.764 -2.009 -0.838
H: -2.920 0.588 1.354
H: -3.141 0.680 -0.541

---

Most stable pick: version P. Distance to second place: 28.9 kJ/mol.

---

Version P
The following is a quantum chemistry calculation of the molecule C5H6N2O, from the Open Molecules 2025 dataset.

Values from the calculation:
* frontier orbital gap: 8.45 eV
* net charge: 0
* LUMO level: 0.3671 eV
* SMILES: [H]/N=c1/ccccn1O

Cartesian coordinates (Å):
H: -0.397 -1.788 -2.052
N: -1.112 -1.333 -1.589
C: -0.639 -0.705 -0.623
C: -1.572 0.282 0.147
C: -1.001 1.185 0.933
C: 0.412 1.299 1.137
C: 1.217 0.465 0.445
N: 0.641 -0.613 -0.314
O: 1.483 -1.465 -1.113
H: -2.547 0.326 -0.143
H: -1.637 1.840 1.634
H: 0.890 2.231 1.598
H: 2.344 0.390 0.292
H: 1.919 -2.114 -0.353

---

Version Q
The following is a quantum chemistry calculation of a structure of composition C5H6N2O, from the Open Molecules 2025 dataset.

Values from the calculation:
* frontier orbital gap: 8.43 eV
* net charge: 0
* LUMO level: 0.3261 eV

Cartesian coordinates (Å):
C: 0.876 0.862 0.113
C: 1.949 0.175 -0.147
C: 1.551 -1.277 -0.050
C: 0.262 -1.198 0.021
C: -2.644 -0.075 0.134
H: 1.500 2.854 0.202
H: 2.986 0.572 -0.119
H: 2.109 -2.232 -0.273
H: -0.438 -1.942 0.102
H: -3.128 -1.112 0.927
H: -3.726 0.423 -0.760
N: -0.301 0.111 0.155
N: -1.585 0.671 -0.390
O: 0.590 2.168 0.083

---

Version R
The following is a quantum chemistry calculation of a structure of composition C5H6N2O, from the Open Molecules 2025 dataset.

Values from the calculation:
* frontier orbital gap: 8.99 eV
* net charge: 0
* LUMO level: -0.1445 eV

Cartesian coordinates (Å):
C: 2.111 -0.238 -1.023
C: 1.344 0.462 -0.022
C: -0.778 -0.501 -0.979
C: -1.979 -0.910 -0.421
C: -0.850 0.122 1.183
H: 3.124 0.135 -1.062
H: 1.769 -1.112 -0.926
H: 1.956 0.023 -2.342
H: -0.225 -0.737 -1.781
H: -2.698 -1.344 -0.518
H: -0.798 0.481 2.083
N: -0.120 0.167 0.032
N: -2.072 -0.497 0.951
O: 1.641 1.407 0.656

---

Version S
The following is a quantum chemistry calculation of the molecule C5H6N2O, from the Open Molecules 2025 dataset.

Values from the calculation:
* frontier orbital gap: 10.66 eV
* net charge: 0
* LUMO level: 0.2694 eV
* SMILES: CC(=O)N1C[C@H]1C#N

Cartesian coordinates (Å):
C: 1.813 1.173 0.187
C: 1.052 0.016 -0.280
O: 1.441 -0.707 -1.237
N: -0.150 -0.059 0.401
C: -0.774 -1.269 0.668
C: -1.241 -0.435 -0.535
C: -2.515 0.252 -0.513
N: -3.539 0.823 -0.371
H: 2.210 1.805 -0.634
H: 2.680 0.672 0.733
H: 1.311 1.853 0.890
H: -0.150 -2.122 0.510
H: -1.415 -1.312 1.598
H: -0.721 -0.691 -1.418

---

Most stable pick: version S. Distance to second place: 108.6 kJ/mol.